Formula: C3H3ClN2O
Source: the Open Molecules 2025 dataset
Level of theory: ωB97M-V/def2-TZVPD

The value obtained for the HOMO-LUMO gap (spin up / spin down) is 6.675 / 6.673 eV. The value obtained for the relative energy (zero: lowest compared OMol25 entry of this formula, charge and spin) is 111.4 kcal/mol. Its charge is 0. The lowest unoccupied orbital energy (spin up / spin down) comes out at -0.621 / -0.621 eV. Its HOMO energy (spin up / spin down) is -7.30 / -7.29 eV. The total energy is -760.8841 a.u.

```
10
Properties=species:S:1:pos:R:3:forces:R:3
C 0.22900 0.50586 0.27272 0.35 3.03 -2.85
C -0.60106 -1.53517 0.98060 -0.09 -2.11 1.37
C 0.42895 1.24505 -0.96678 -2.01 -1.44 1.26
N -0.54970 -2.51073 1.67404 0.86 0.66 -0.70
N -0.03154 0.83767 -2.06630 0.28 -0.53 0.03
O -0.19347 -0.79317 0.13973 -0.25 0.20 -1.04
Cl 0.97967 2.90344 -0.61993 0.23 -0.15 -0.16
H 0.89391 0.77587 0.99975 1.31 -0.30 2.48
H -1.09294 -2.93542 2.38225 -0.87 -0.10 0.38
H -0.06282 1.50661 -2.79607 0.19 0.75 -0.76
```
Positions in Å, forces in eV/Å.

=====

Formula: C3H3ClN2OS
Source: the Open Molecules 2025 dataset
Level of theory: ωB97M-V/def2-TZVPD

The value obtained for the HOMO-LUMO gap is 9.140 eV. The value obtained for the relative energy (zero: lowest compared OMol25 entry of this formula, charge and spin) is 52.5 kcal/mol. Its charge is 0. The lowest unoccupied orbital energy comes out at 0.277 eV. Its HOMO energy is -8.86 eV. The total energy is -1159.1566 a.u. As for the structure (SMILES): On1c(Cl)cnc1S.

```
11
Properties=species:S:1:pos:R:3:forces:R:3
O -0.13551 -1.86295 -0.04103 -0.27 -0.97 -3.05
N -0.12923 -0.50490 -0.20620 1.33 0.22 -0.34
C -1.21838 0.25191 -0.01456 0.66 2.41 0.27
Cl -2.69086 -0.44995 0.06350 -2.22 -0.84 0.22
C -0.81514 1.58153 0.04120 2.02 -1.89 -0.75
N 0.57234 1.57791 -0.16281 -0.49 0.21 0.29
C 0.97236 0.34589 -0.32033 0.58 -1.42 1.84
S 2.65225 -0.38870 0.05457 -1.40 0.75 -0.51
H -0.29094 -2.25337 -1.00236 0.49 1.03 2.81
H -1.31599 2.49755 0.25146 -0.49 0.16 -0.14
H 2.39910 -0.79490 1.33654 -0.21 0.35 -0.64
```
Positions in Å, forces in eV/Å.